Entry 1:
Here is 4 unconnected molecules or ions with the total composition C20H39INO7 at a distorted geometry from the Open Molecules 2025 dataset. Energies are from ωB97M-V/def2-TZVPD.

The geometry in XYZ format:
```
68
Properties=species:S:1:pos:R:3
C 1.888 -2.313 0.534
C 2.025 -1.274 -0.565
C 1.828 0.165 -0.021
C 0.572 0.853 -0.519
O -0.368 0.822 0.586
C -1.532 0.106 0.448
C -1.992 -0.182 1.924
C -2.874 -1.335 1.742
N -2.588 -1.942 0.669
C -1.413 -1.345 -0.032
I -1.670 -1.805 -2.107
H 2.708 -2.190 1.227
H 0.971 -2.183 1.102
H 1.959 -3.297 0.097
H 1.326 -1.463 -1.372
H 3.031 -1.330 -0.942
H 1.693 0.098 1.051
H 2.711 0.772 -0.164
H 0.773 1.896 -0.733
H 0.186 0.410 -1.428
H -2.345 0.636 -0.052
H -1.097 -0.377 2.513
H -2.550 0.651 2.326
H -3.668 -1.599 2.419
H -3.098 -2.753 0.332
H -0.554 -1.798 0.458
O -3.251 6.934 -1.747
C -3.588 5.819 -1.477
O -2.639 4.850 -1.416
C -2.887 3.542 -0.917
C -3.424 2.616 -1.992
C -5.040 5.448 -1.279
H -3.536 3.575 -0.039
H -1.915 3.183 -0.573
H -4.391 2.950 -2.367
H -3.540 1.603 -1.603
H -2.740 2.588 -2.841
H -5.481 5.227 -2.250
H -5.551 6.306 -0.851
H -5.201 4.606 -0.610
O 0.842 -0.861 3.286
C 1.056 -0.036 4.140
O 0.161 0.951 4.310
C 0.214 1.880 5.405
C 1.112 3.060 5.099
C 2.328 -0.045 4.947
H 0.495 1.372 6.327
H -0.812 2.220 5.536
H 2.146 2.751 4.950
H 1.083 3.780 5.917
H 0.784 3.556 4.186
H 3.099 0.488 4.392
H 2.641 -1.078 5.076
H 2.230 0.393 5.937
O 3.845 -3.569 -1.669
C 3.572 -3.741 -2.826
O 2.429 -3.207 -3.309
C 2.103 -3.186 -4.703
C 1.416 -4.462 -5.142
C 4.428 -4.601 -3.725
H 2.986 -2.964 -5.303
H 1.426 -2.341 -4.822
H 2.065 -5.329 -5.024
H 1.121 -4.395 -6.190
H 0.525 -4.638 -4.538
H 4.121 -5.640 -3.611
H 5.460 -4.504 -3.401
H 4.388 -4.327 -4.776
```

frontier orbital gap	8.11	eV
highest occupied orbital energy	-12.00	eV
E_LUMO	-3.89	eV
charge	+1

Entry 2:
Here is a molecular structure, C20H39N4O4S4SbSc at a distorted geometry from the Open Molecules 2025 dataset. Energies are from ωB97M-V/def2-TZVPD.

The geometry in XYZ format:
```
73
Properties=species:S:1:pos:R:3
Sc 0.100 -0.230 -0.182
C 3.250 -1.377 2.785
C 1.852 -1.111 2.196
C 0.932 -0.770 3.383
C -0.612 -0.772 3.204
C -1.183 0.270 4.167
C -1.164 -2.164 3.542
N -0.945 -0.426 1.811
C -2.365 -0.149 1.486
C -2.797 -1.012 0.298
N -1.922 -0.789 -0.865
C -1.527 -2.072 -1.455
C -0.522 -2.675 -0.445
O -0.938 -3.482 0.409
O 0.674 -2.229 -0.549
C -2.450 0.228 -1.771
C -3.287 -0.257 -2.943
C -0.142 0.568 -3.570
C 1.344 0.704 -3.207
C 2.159 -0.109 -4.224
C 1.741 2.181 -3.257
N 1.477 0.192 -1.842
C 2.781 0.333 -1.216
C 2.872 -0.463 0.086
N 1.871 -0.101 1.102
C 2.002 1.305 1.478
C 1.097 2.171 0.608
O 1.495 3.185 0.039
O -0.183 1.781 0.576
H 3.172 -2.095 3.602
H 3.687 -0.457 3.180
H 3.927 -1.801 2.046
H 1.503 -2.035 1.722
H 1.237 0.189 3.804
H 1.152 -1.510 4.155
H -0.756 0.122 5.160
H -2.266 0.190 4.257
H -0.944 1.280 3.830
H -0.894 -2.453 4.558
H -0.773 -2.905 2.841
H -2.252 -2.173 3.467
H -0.676 -1.253 1.253
H -0.345 0.975 1.177
H -2.501 0.909 1.247
H -3.026 -0.382 2.324
H -3.841 -0.791 0.047
H -2.736 -2.062 0.588
H -1.010 -1.922 -2.403
H -2.381 -2.745 -1.609
H -3.070 0.904 -1.178
H -2.700 -0.788 -3.693
H -3.748 0.614 -3.406
H -4.078 -0.922 -2.586
H -0.346 1.047 -4.527
H -0.424 -0.483 -3.635
H 1.889 0.187 -5.239
H 1.954 -1.176 -4.109
H 3.230 0.053 -4.102
H 1.414 2.627 -4.197
H 2.821 2.309 -3.178
H 1.270 2.725 -2.437
H 1.218 -0.806 -1.823
H 2.973 1.392 -1.030
H 3.590 -0.038 -1.865
H 3.890 -0.305 0.470
H 2.729 -1.519 -0.144
H 3.030 1.666 1.389
H 1.685 1.476 2.518
S -3.974 3.347 -1.384
Sb -1.873 4.558 -0.627
S -1.150 1.407 -2.295
S -3.608 3.213 0.661
S -2.610 6.704 -0.471
```

frontier orbital gap (alpha / beta)	2.91 / 4.09	eV
highest occupied orbital energy (alpha / beta)	-0.86 / -2.17	eV
relative energy (zero: lowest compared OMol25 entry of this formula, charge and spin)	725.8	kJ/mol
E_LUMO (alpha / beta)	2.04 / 1.92	eV
charge	-1

Entry 3:
Here is a molecular structure, C20H39N4O4Sc at a distorted geometry from the Open Molecules 2025 dataset. Energies are from ωB97M-V/def2-TZVPD.

The geometry in XYZ format:
```
68
Properties=species:S:1:pos:R:3
Sc -0.364 -0.244 0.045
C 1.387 3.205 -1.652
C 1.788 1.767 -1.973
C 3.123 1.346 -1.320
C 3.415 1.515 0.193
C 4.632 0.666 0.539
C 3.616 2.951 0.676
N 2.199 0.934 0.922
C 2.246 0.679 2.401
C 0.862 0.271 2.937
N 0.060 -0.705 2.125
C -1.410 -0.510 2.520
C -2.463 -1.000 1.499
O -3.481 -1.480 1.864
O -2.096 -0.813 0.198
C 0.450 -2.168 2.345
C 1.953 -2.393 2.405
C -0.240 -3.143 1.373
C 0.177 -3.307 -0.126
C 1.324 -4.302 -0.292
C -1.050 -3.848 -0.854
N 0.666 -1.973 -0.747
C 0.230 -1.697 -2.160
C 0.882 -0.414 -2.676
N 0.684 0.744 -1.758
C -0.664 1.374 -1.946
C -1.084 2.128 -0.655
O -0.453 1.607 0.437
O -1.859 3.023 -0.642
H 2.277 3.827 -1.750
H 0.990 3.353 -0.648
H 0.654 3.595 -2.357
H 1.972 1.741 -3.050
H 3.905 1.911 -1.830
H 3.331 0.299 -1.566
H 5.477 1.013 -0.057
H 4.476 -0.392 0.301
H 4.917 0.761 1.588
H 4.287 3.466 -0.012
H 4.090 2.968 1.659
H 2.692 3.526 0.731
H 2.017 0.037 0.470
H 1.384 1.535 0.729
H 2.540 1.605 2.887
H 3.015 -0.057 2.575
H 0.256 1.170 3.000
H 0.989 -0.102 3.956
H -1.597 0.557 2.626
H -1.625 -0.995 3.468
H 0.048 -2.420 3.329
H 2.481 -2.070 1.499
H 2.131 -3.463 2.508
H 2.414 -1.924 3.272
H -1.318 -2.995 1.421
H -0.100 -4.130 1.817
H 1.019 -5.289 0.058
H 2.218 -4.011 0.265
H 1.593 -4.402 -1.349
H -1.382 -4.741 -0.321
H -0.822 -4.152 -1.877
H -1.885 -3.147 -0.855
H 1.676 -2.069 -0.787
H -0.860 -1.638 -2.195
H 0.523 -2.509 -2.820
H 0.501 -0.193 -3.675
H 1.950 -0.589 -2.779
H -1.414 0.596 -2.145
H -0.717 2.049 -2.795
```

frontier orbital gap	10.56	eV
highest occupied orbital energy	-16.12	eV
relative energy (zero: lowest compared OMol25 entry of this formula, charge and spin)	97.0	kJ/mol
E_LUMO	-5.55	eV
charge	+2

Entry 4:
Here is a molecular structure, C20H40AgAsF6O15 at a distorted geometry from the Open Molecules 2025 dataset. Energies are from ωB97M-V/def2-TZVPD.

The geometry in XYZ format:
```
83
Properties=species:S:1:pos:R:3
Ag -27.623 9.379 7.819
As -23.415 4.510 3.906
F -23.390 5.511 2.411
F -22.919 3.149 2.870
F -23.248 3.440 5.316
F -24.074 5.944 4.788
F -25.095 4.038 3.622
F -21.641 5.040 4.186
C -33.956 12.279 3.399
C -33.205 11.570 4.457
O -34.164 11.163 5.429
C -33.972 9.993 6.111
O -32.871 9.411 6.124
O -35.100 9.784 6.841
C -35.248 8.640 7.558
H -33.318 12.804 2.689
H -34.564 13.074 3.832
H -34.621 11.589 2.880
H -32.427 12.109 4.997
H -32.710 10.705 4.015
H -35.103 7.720 6.991
H -36.266 8.539 7.935
H -34.542 8.561 8.384
C -20.729 13.512 4.548
C -21.796 12.587 4.043
O -22.659 13.339 3.192
C -23.908 13.740 3.666
O -24.593 13.120 4.486
O -24.286 14.831 2.961
C -25.298 15.722 3.480
H -19.759 13.058 4.751
H -21.127 14.073 5.394
H -20.435 14.120 3.693
H -22.351 12.164 4.879
H -21.326 11.739 3.545
H -25.033 16.020 4.494
H -26.273 15.239 3.541
H -25.393 16.586 2.822
C -29.955 13.441 15.697
C -30.117 14.361 14.484
O -30.098 13.590 13.334
C -30.295 14.207 12.105
O -29.935 13.670 11.037
O -30.853 15.447 12.237
C -31.296 16.140 11.108
H -30.243 14.131 16.490
H -28.895 13.223 15.827
H -30.597 12.562 15.754
H -29.275 15.051 14.540
H -31.018 14.962 14.603
H -30.431 16.365 10.484
H -31.763 17.041 11.506
H -32.036 15.524 10.598
C -29.888 2.393 9.715
C -28.478 2.467 10.315
O -28.548 2.951 11.633
C -28.415 4.259 11.901
O -28.368 5.084 11.042
O -28.323 4.488 13.225
C -28.429 5.813 13.710
H -30.420 1.581 10.211
H -29.790 2.209 8.645
H -30.362 3.346 9.955
H -27.857 3.091 9.672
H -28.014 1.487 10.201
H -28.526 5.979 14.782
H -29.345 6.230 13.291
H -27.634 6.475 13.365
C -21.733 8.288 12.919
C -21.226 8.866 11.632
O -21.255 10.267 11.522
C -22.357 10.975 11.290
O -23.483 10.484 11.047
O -21.973 12.242 11.364
C -22.932 13.196 10.964
H -22.782 8.582 12.887
H -21.369 8.892 13.750
H -21.534 7.266 13.239
H -21.731 8.471 10.751
H -20.217 8.609 11.310
H -23.818 13.034 11.578
H -23.235 13.085 9.923
H -22.557 14.184 11.230
```

frontier orbital gap	5.36	eV
highest occupied orbital energy	-10.31	eV
relative energy (zero: lowest compared OMol25 entry of this formula, charge and spin)	765.3	kJ/mol
E_LUMO	-4.95	eV
charge	0

Entry 5:
Here is 10 unconnected molecules or ions with the total composition C20H40Br20 at a distorted geometry from the Open Molecules 2025 dataset. Energies are from ωB97M-V/def2-TZVPD.

The geometry in XYZ format:
```
80
Properties=species:S:1:pos:R:3
Br -3.341 0.996 1.284
C -5.144 1.731 1.242
C -6.090 0.728 0.651
Br -7.857 1.513 0.608
H -5.077 2.652 0.674
H -5.446 1.979 2.254
H -6.160 -0.140 1.301
H -5.785 0.378 -0.326
Br 0.235 3.490 3.296
C 1.959 3.154 2.521
C 2.800 4.354 2.554
Br 4.528 3.995 1.751
H 1.906 2.598 1.586
H 2.406 2.375 3.154
H 2.985 4.708 3.558
H 2.377 5.160 1.962
Br -3.439 -2.722 -5.310
C -2.155 -1.500 -4.527
C -0.929 -1.399 -5.388
Br 0.000 -3.070 -5.564
H -1.973 -1.873 -3.526
H -2.608 -0.515 -4.456
H -0.251 -0.622 -5.051
H -1.299 -1.106 -6.371
Br -2.428 -7.001 0.927
C -0.990 -7.565 2.111
C 0.080 -6.507 2.104
Br 1.673 -7.221 2.940
H -0.629 -8.515 1.739
H -1.413 -7.711 3.098
H -0.267 -5.575 2.544
H 0.384 -6.245 1.094
Br -2.745 3.604 -0.977
C -1.344 4.809 -1.547
C -1.583 5.211 -2.967
Br -0.472 6.755 -3.388
H -0.394 4.305 -1.447
H -1.400 5.692 -0.922
H -2.594 5.571 -3.096
H -1.310 4.430 -3.662
Br 2.445 -0.980 -4.020
C 3.207 -1.608 -5.662
C 4.367 -0.807 -6.131
Br 4.678 -1.247 -8.014
H 2.431 -1.549 -6.420
H 3.443 -2.667 -5.599
H 5.273 -0.930 -5.556
H 4.104 0.235 -6.255
Br 5.364 0.642 -2.433
C 4.546 2.354 -1.907
C 3.181 2.531 -2.485
Br 2.471 4.121 -1.618
H 5.256 3.049 -2.333
H 4.529 2.357 -0.830
H 2.544 1.719 -2.161
H 3.127 2.608 -3.562
Br 1.887 -4.029 4.479
C 2.840 -2.411 5.095
C 1.818 -1.346 4.960
Br 2.539 0.329 5.632
H 3.611 -2.325 4.347
H 3.127 -2.573 6.119
H 0.993 -1.599 5.609
H 1.505 -1.246 3.932
Br 0.113 1.431 -0.412
C 0.787 -0.289 0.183
C -0.237 -0.955 1.022
Br 0.260 -2.765 1.415
H 1.689 -0.077 0.755
H 1.105 -0.874 -0.673
H -1.236 -0.900 0.592
H -0.367 -0.411 1.964
Br -5.635 -0.469 3.582
C -4.011 0.390 4.158
C -2.881 -0.586 4.194
Br -1.296 0.249 4.910
H -4.171 0.868 5.130
H -3.839 1.280 3.549
H -2.623 -0.976 3.214
H -3.155 -1.445 4.801
```

SMILES string	BrCCBr.BrCCBr.BrCCBr.BrCCBr.BrCCBr.BrCCBr.BrCCBr.BrCCBr.BrCCBr.BrCCBr
frontier orbital gap	9.96	eV
highest occupied orbital energy	-9.88	eV
relative energy (zero: lowest compared OMol25 entry of this formula, charge and spin)	140.8	kJ/mol
E_LUMO	0.07	eV
charge	0

Entry 6:
Here is a molecular structure, C20H40EuO3SSi at a distorted geometry from the Open Molecules 2025 dataset. Energies are from ωB97M-V/def2-TZVPD.

The geometry in XYZ format:
```
66
Properties=species:S:1:pos:R:3
C -1.478 -1.130 -2.646
C 1.638 -0.148 -3.034
C -1.199 0.329 -2.330
H -2.434 -1.178 -3.234
C 1.509 1.215 -3.048
H 2.512 -0.576 -2.504
H -1.953 0.807 -1.671
H 2.272 1.862 -2.590
C -0.980 1.151 -3.604
H -1.862 1.819 -3.720
H -1.006 0.454 -4.457
C -0.362 -1.889 -3.450
H -0.870 -2.356 -4.318
H -0.008 -2.751 -2.853
C 0.892 -1.122 -3.942
H 0.698 -0.690 -4.938
H 1.659 -1.891 -4.158
C 0.341 1.961 -3.670
H 0.571 2.221 -4.725
H 0.195 2.938 -3.170
Eu 0.714 0.505 -0.835
H -1.749 -1.770 -1.780
C 1.285 -3.186 0.732
C 0.234 -2.387 1.494
C -1.189 -2.754 1.067
C 0.383 -2.603 2.993
O 0.480 -0.931 1.164
Si 0.256 0.335 2.279
S 0.130 2.128 1.344
O -1.129 -0.058 3.107
C -1.669 0.692 4.224
C -2.667 1.708 3.682
C -2.346 -0.347 5.110
C -0.591 1.430 5.012
O 1.483 0.132 3.370
C 2.898 0.455 3.390
C 3.133 1.912 3.013
C 3.332 0.226 4.833
C 3.643 -0.479 2.445
H 1.151 -4.255 0.951
H 2.293 -2.879 1.042
H 1.192 -3.049 -0.355
H -1.421 -3.764 1.446
H -1.907 -2.040 1.490
H -1.298 -2.748 -0.028
H 1.372 -2.287 3.347
H -0.400 -2.075 3.556
H 0.266 -3.680 3.200
H -3.488 1.193 3.166
H -3.088 2.272 4.525
H -2.179 2.407 2.988
H -1.617 -1.098 5.441
H -2.771 0.145 5.992
H -3.157 -0.844 4.561
H 0.176 0.738 5.385
H -0.132 2.236 4.420
H -1.070 1.897 5.887
H 2.584 2.581 3.687
H 4.206 2.124 3.117
H 2.827 2.129 1.982
H 3.170 -0.818 5.130
H 4.399 0.447 4.936
H 2.780 0.886 5.514
H 3.457 -1.527 2.711
H 3.355 -0.313 1.398
H 4.719 -0.280 2.541
```

expectation value of S²	15.762
frontier orbital gap (alpha / beta)	6.45 / 6.43	eV
highest occupied orbital energy (alpha / beta)	-6.40 / -6.41	eV
multiplicity	8
relative energy (zero: lowest compared OMol25 entry of this formula, charge and spin)	0.0	kJ/mol
E_LUMO (alpha / beta)	0.05 / 0.02	eV
charge	0

Listing E_tot for the structures above in their given order: -1664.31928; -3899.24646; -2065.78709; -4896.51616; -52266.33791; -2409.88278 a.u..